# 1
The following is a DFT calculation (ωB97M-V with the def2-TZVPD basis set) of a structure of composition C17H32BrN5O6Y at a distorted geometry.

The geometry in XYZ format:
```
62
Properties=species:S:1:pos:R:3:lowdin_charge:R:1
Y 0.19 -1.45 0.34 1.504
C -0.06 -3.40 -2.59 -0.025
O -0.65 -2.38 -1.74 -0.367
C -2.06 -2.19 -1.96 -0.153
C -2.41 -0.81 -1.50 -0.108
O -1.93 -0.61 -0.14 -0.254
C -2.92 -0.74 0.91 -0.099
C -2.23 -0.55 2.23 -0.144
O -1.12 -1.46 2.28 -0.367
C -0.47 -1.47 3.58 -0.011
H -0.05 -3.05 -3.62 0.109
H 0.95 -3.58 -2.24 0.095
H -0.64 -4.32 -2.51 0.107
H -2.29 -2.28 -3.02 0.152
H -2.61 -2.96 -1.42 0.139
H -1.92 -0.08 -2.12 0.133
H -3.48 -0.64 -1.54 0.154
H -3.67 0.03 0.79 0.151
H -3.38 -1.72 0.84 0.146
H -1.86 0.46 2.34 0.132
H -2.93 -0.78 3.02 0.155
H -0.07 -0.49 3.79 0.109
H -1.19 -1.76 4.33 0.113
H 0.33 -2.20 3.54 0.092
N 1.28 -0.06 -1.35 0.027
C 0.75 1.31 -1.04 -0.264
C 1.84 2.37 -1.25 -0.127
C 1.58 3.83 -0.86 -0.144
C 0.46 4.59 -1.57 -0.137
N -0.77 4.60 -0.76 0.095
C -1.65 5.60 -0.77 -0.420
N -2.61 5.66 0.17 0.215
N -1.57 6.54 -1.70 0.229
C 0.25 1.31 0.39 -0.562
O -0.54 2.16 0.76 0.090
O 0.72 0.32 1.13 -0.164
H 2.27 -0.04 -1.15 0.100
H 1.22 -0.24 -2.34 0.113
H -0.11 1.51 -1.68 0.150
H 2.13 2.32 -2.31 0.135
H 2.71 2.04 -0.68 0.134
H 2.51 4.36 -1.07 0.129
H 1.45 3.92 0.22 0.127
H 0.27 4.17 -2.57 0.134
H 0.78 5.62 -1.71 0.124
H -0.86 3.89 -0.05 0.102
H -2.53 5.11 1.00 0.130
H -3.25 6.44 0.19 0.137
H -0.92 6.48 -2.46 0.121
H -2.18 7.35 -1.68 0.144
O 3.92 -6.18 2.40 0.172
C 3.28 -5.12 1.95 -0.261
C 3.89 -3.88 1.69 0.049
C 3.11 -2.87 1.22 -0.083
N 1.78 -2.99 0.99 -0.122
C 1.24 -4.19 1.26 -0.676
Br -0.63 -4.31 0.96 0.960
C 1.91 -5.27 1.73 0.007
H 4.86 -6.03 2.54 0.152
H 4.95 -3.72 1.85 0.145
H 3.55 -1.90 1.02 0.130
H 1.42 -6.22 1.93 0.146
```

Results
- HOMO: -0.657 Eh
- Multiplicity: 1
- Energy above the lowest of the compared OMol25 structures with the same formula, charge and spin: 16.8 kcal per mole
- Charge: +3
- HOMO-LUMO gap: 10.2 eV
- LUMO level: -7.72 eV

***

# 2
The following is a DFT calculation (ωB97M-V with the def2-TZVPD basis set) of an isolated molecule of C4H3ClN2S at a distorted geometry.

The geometry in XYZ format:
```
11
Properties=species:S:1:pos:R:3:lowdin_charge:R:1
C -0.69 -0.04 0.00 -0.397
C 0.32 0.90 0.00 -0.706
C 1.55 0.17 0.00 -0.813
C 1.07 -1.27 0.00 -0.129
H -2.61 -0.70 -0.01 0.135
H -2.39 1.08 -0.01 0.103
H 1.72 -2.11 0.02 0.104
N -2.01 0.14 0.00 0.181
N -0.20 -1.38 -0.01 0.123
S 3.11 0.61 0.00 0.732
Cl 0.12 2.60 0.00 0.666
```

Results
- HOMO: -0.305 Eh
- Multiplicity: 1
- Energy above the lowest of the compared OMol25 structures with the same formula, charge and spin: 12.1 kcal per mole
- Charge: 0
- HOMO-LUMO gap: 6.8 eV
- Structure (SMILES): NC1=C(Cl)C(=S)C=N1
- LUMO level: -1.48 eV

***

# 3
The following is a DFT calculation (ωB97M-V with the def2-TZVPD basis set) of a structure of composition C16H34NS7SiTm at a distorted geometry.

The geometry in XYZ format:
```
60
Properties=species:S:1:pos:R:3:lowdin_spin:R:1
Tm 1.68 0.79 0.28 2.017
C 0.97 4.44 1.17 0.000
C 1.99 4.83 -0.02 0.000
S 2.45 3.59 -1.22 -0.001
C 1.26 4.05 -2.62 0.000
C 0.59 2.79 -3.16 0.000
S -0.01 1.51 -2.07 -0.001
C -1.43 2.33 -1.31 0.000
C -1.06 3.42 -0.33 0.000
S 0.06 2.91 1.06 -0.001
H 0.27 5.26 1.35 0.000
H 1.59 4.27 2.08 0.000
H 2.95 5.09 0.57 0.000
H 1.48 5.68 -0.45 0.000
H 1.94 4.44 -3.41 0.000
H 0.69 4.88 -2.28 0.000
H 1.23 2.21 -3.79 0.000
H -0.22 3.05 -3.82 0.000
H -2.07 1.57 -0.89 0.000
H -2.01 2.80 -2.13 0.000
H -1.96 3.90 0.07 0.000
H -0.53 4.23 -0.84 0.000
S 3.39 0.00 -1.47 -0.004
S 4.08 -0.73 0.33 -0.002
S 4.94 0.88 1.31 0.001
S 3.44 2.26 1.81 -0.002
N 1.30 0.13 3.75 0.000
C 1.39 0.20 2.62 -0.002
H 1.33 -0.03 4.74 0.000
C -2.33 -0.68 -0.12 0.000
Si -0.62 -1.49 0.14 -0.003
C -0.63 -2.94 -1.21 -0.001
C -2.04 -3.54 -1.58 0.000
C -0.01 -2.29 -2.52 0.000
C 0.31 -4.08 -0.86 0.000
C -0.74 -2.32 1.85 -0.001
C 0.63 -2.87 2.32 0.000
C -1.74 -3.49 1.89 0.000
C -1.38 -1.33 2.88 0.000
H -3.23 -1.23 0.18 0.000
H -2.52 -0.53 -1.23 0.000
H -2.38 0.23 0.46 0.000
H -2.74 -2.75 -1.83 0.000
H -2.46 -4.14 -0.73 0.000
H -1.93 -4.20 -2.45 0.000
H -0.55 -1.35 -2.76 0.000
H -0.06 -2.97 -3.38 0.000
H 1.04 -2.04 -2.39 0.000
H -0.08 -4.59 0.03 0.000
H 1.32 -3.75 -0.54 0.000
H 0.54 -4.71 -1.71 0.000
H 0.68 -3.88 1.92 0.000
H 0.55 -2.98 3.42 0.000
H 1.51 -2.30 1.96 0.000
H -1.44 -4.30 1.23 0.000
H -2.72 -3.13 1.51 0.000
H -1.97 -3.87 2.92 0.000
H -1.17 -0.28 2.56 0.000
H -1.04 -1.51 3.89 0.000
H -2.49 -1.44 2.80 0.000
```

Results
- HOMO (alpha / beta): -0.248 / -0.248 Eh
- Multiplicity: 3
- Charge: 0
- HOMO-LUMO gap (alpha / beta): 6.7 / 6.7 eV
- LUMO level (alpha / beta): -0.08 / -0.08 eV